Version i
The following is a quantum chemistry calculation of a 2-piece molecular cluster, C4H7O2 overall, from the OMol25 dataset.

Values from the calculation:
Lowest unoccupied orbital energy (alpha / beta) (eV): -5.420 / -4.669
Total charge: +1
E_HOMO (alpha / beta) (eV): -11.9 / -12.7
Orbital gap (alpha / beta) (eV): 6.46 / 7.99

Positions of all 13 atoms, in Å:
C 1.826 1.205 1.482
C -0.432 0.781 -1.216
C 0.803 1.173 0.716
C -0.989 -1.913 0.099
O -0.887 -1.312 -1.037
O -0.224 1.201 0.037
H 2.457 2.079 1.566
H 2.106 0.381 2.127
H -1.351 1.165 -1.626
H 0.418 0.637 -1.864
H -1.925 -2.051 0.616
H -0.062 -2.178 0.587
H -1.741 -1.171 -1.488

Version ii
The following is a quantum chemistry calculation of an isolated ion of composition C4H7O2 and charge +1, from the OMol25 dataset.

Values from the calculation:
Lowest unoccupied orbital energy (eV): -6.994
Total charge: +1
E_HOMO (eV): -16.1
Orbital gap (eV): 9.15

Positions of all 13 atoms, in Å:
C -1.122 0.836 -1.849
C -0.641 0.687 0.396
C 0.654 -0.045 1.455
C 0.999 -1.407 1.425
O -1.570 1.055 0.980
O -0.180 0.506 -0.730
H -0.361 0.568 -2.660
H -1.838 -0.017 -1.760
H -1.264 1.846 -1.818
H 0.492 0.302 2.416
H 1.405 0.537 1.086
H 1.619 -1.906 0.814
H 0.605 -2.052 2.055

Relative energies in kJ/mol: version i 282.3; version ii 0.0

Version i
The following is a quantum chemistry calculation of an isolated molecule of C3H2N2OS2, from the OMol25 dataset.

Values from the calculation:
Lowest unoccupied orbital energy (eV): -1.633
Total charge: 0
E_HOMO (eV): -9.0
Orbital gap (eV): 7.32

Positions of all 10 atoms, in Å:
S -3.395 -0.340 0.200
C -1.768 -0.227 -0.043
N -1.095 0.997 -0.203
C 0.190 0.803 -0.147
C 0.904 -0.452 -0.036
S 2.696 -0.387 0.165
N 0.284 -1.601 -0.217
O -1.140 -1.461 -0.094
H 0.745 1.806 -0.163
H 2.579 0.862 0.537

Version ii
The following is a quantum chemistry calculation of an isolated molecule of C3H2N2OS2, from the OMol25 dataset.

Values from the calculation:
Lowest unoccupied orbital energy (eV): -1.415
Total charge: 0
E_HOMO (eV): -9.4
Orbital gap (eV): 7.97

Positions of all 10 atoms, in Å:
S -3.230 -0.135 -0.004
C -1.608 -0.119 -0.002
C -0.808 1.112 0.000
N 0.474 1.137 -0.002
C 1.084 -0.120 -0.006
S 2.831 -0.041 -0.003
N 0.502 -1.273 -0.006
O -0.895 -1.257 0.002
H -1.366 2.081 0.006
H 3.015 -1.383 0.015

Version iii
The following is a quantum chemistry calculation of an isolated molecule of C3H2N2OS2, from the OMol25 dataset.

Values from the calculation:
Lowest unoccupied orbital energy (eV): -1.361
Total charge: 0
E_HOMO (eV): -9.5
Orbital gap (eV): 8.17

Positions of all 10 atoms, in Å:
O 0.201 -2.078 -0.002
C -0.422 -1.044 -0.012
S -2.186 -0.863 -0.003
N -2.159 0.858 -0.001
C -0.973 1.319 0.004
C 0.133 0.363 0.004
N 1.361 0.739 -0.007
S 2.700 -0.245 -0.003
H -0.796 2.418 -0.020
H 2.143 -1.467 0.040

Relative energies in kJ/mol: version i 189.4; version ii 118.4; version iii 0.0

Version i
The following is a quantum chemistry calculation of a 2-piece molecular cluster, C2H3BrO2 overall, from the OMol25 dataset.

Values from the calculation:
Lowest unoccupied orbital energy (eV): 0.699
Total charge: 0
E_HOMO (eV): -10.7
Orbital gap (eV): 11.40

Positions of all 8 atoms, in Å:
O 0.193 1.174 0.735
C -0.494 0.422 0.248
C -1.055 -0.849 -0.107
O -1.540 0.428 -0.690
H -0.443 -1.413 -0.965
H -1.744 -1.445 0.484
Br 2.955 0.494 -0.357
H 2.129 1.189 0.651

Version ii
The following is a quantum chemistry calculation of a 2-piece molecular cluster, C2H3BrO2 overall, from the OMol25 dataset.

Values from the calculation:
Lowest unoccupied orbital energy (alpha / beta) (eV): -0.933 / -0.556
Total charge: 0
E_HOMO (alpha / beta) (eV): -9.0 / -9.0
Orbital gap (alpha / beta) (eV): 8.09 / 8.49

Positions of all 8 atoms, in Å:
C 1.238 0.409 0.056
C -1.564 -0.573 0.016
O 1.418 1.574 0.730
O 1.361 1.397 -0.805
Br 2.320 -1.241 0.024
H -1.667 -0.312 1.127
H -1.310 -1.477 -0.414
H -1.796 0.223 -0.735

Relative energies in kJ/mol: version i 0.0; version ii 559.8